Entry from the Open Molecules 2025 dataset: C11H20N4SSi2 in the gas phase (ωB97M-V/def2-TZVPD).

Each line ends with the Mulliken charge.
Positions of all 38 atoms, in Å:
H 2.1695 0.4729 2.8280  0.45
H -1.1761 -5.9461 0.2654  0.33
C -2.2397 -2.2738 1.1560  -1.09
C 0.6151 -0.4593 -0.3714  0.65
H -0.0219 3.6410 0.8780  0.30
C 0.8233 4.0202 0.2960  -1.04
Si -1.0017 -3.6511 1.0865  0.49
H -0.3814 4.0427 -3.4186  0.33
Si 0.7129 3.3249 -1.4194  0.24
C 1.6488 0.2241 1.9134  -0.38
H -2.2263 -4.9489 -0.6988  0.31
S 0.8132 -3.1204 0.0439  -0.39
C -0.7749 3.8529 -2.4257  -1.15
H -2.7148 -5.4631 0.9591  0.30
H -0.1848 -4.9395 2.9868  0.31
N 0.4883 1.5738 -1.1499  0.21
C 0.8822 0.8784 -0.0256  0.23
N 0.0232 -0.5567 -1.6059  -0.66
H -1.4146 -3.7550 3.4926  0.34
H 0.9270 5.0883 0.2884  0.41
H -3.0642 -2.6023 1.7929  0.38
C 0.9523 -1.4678 0.5477  0.20
H -2.6002 -1.9486 0.1854  0.32
C -1.8869 -5.1411 0.3140  -1.06
H -0.4756 0.9651 -2.9660  0.48
H -1.1814 4.7853 -2.0330  0.34
N 1.4291 -1.0993 1.7444  -0.51
H 1.7584 3.6311 0.6831  0.31
H -1.5248 3.0712 -2.4800  0.34
H 3.0287 2.7710 -2.0138  0.33
C 2.3492 3.5550 -2.2594  -1.02
H 2.1999 3.5822 -3.3454  0.32
H 0.1994 -3.1934 3.1003  0.29
C -0.5652 -3.9257 2.8518  -1.00
H 2.8327 4.5070 -1.9426  0.34
C -0.1391 0.6756 -2.0015  -0.26
N 1.4778 1.2537 1.1308  -0.33
H -1.7575 -1.4243 1.6123  0.32

Results
E_HOMO	-8.96	eV
SMILES	C[Si](C)(C)Sc1ncnc2c1ncn2[Si](C)(C)C
total charge	0
total energy	-1627.47278	Ha

Entry from the Open Molecules 2025 dataset: 3 unconnected molecules or ions with the total composition C19H44O6Si (ωB97M-V/def2-TZVPD).

Each line ends with the Mulliken charge.
Positions of all 70 atoms, in Å:
O 0.6228 -1.7498 2.7593  -0.50
H -7.4687 0.3106 -1.4131  0.28
H 1.8693 -2.4667 1.2362  0.29
H -6.4443 1.7623 -2.0717  0.26
H -0.7633 -5.4991 -0.7928  0.32
H 2.5564 0.9570 0.1157  0.29
H -1.2225 -2.4675 1.1766  0.39
H -5.5429 -0.5812 1.6210  0.25
H 1.6419 3.4610 -0.4460  0.21
H 1.6713 4.9635 2.2378  0.36
C -1.0735 -1.6687 0.3568  0.17
O -3.7856 1.0767 -0.4038  -0.50
C 4.0868 -0.4252 -0.5221  -0.41
H 0.3677 -3.5172 -0.4884  -0.02
H -5.7209 -1.2211 -2.9784  0.34
H 5.5223 -0.9705 1.8146  0.24
O 3.4379 4.3848 1.3162  -0.41
C -2.4646 0.4853 -0.4887  -0.17
C -3.2407 -4.7587 0.1563  -0.74
C 3.8250 5.5979 0.6868  -0.32
H 7.3862 -0.1858 -0.4800  0.33
H -6.8879 1.6035 -0.2238  0.25
C 6.4311 -1.0701 1.2154  -1.01
C -1.1713 -4.7441 -1.5530  -0.80
H 3.4105 5.6523 -0.3255  0.30
H -2.3423 -0.0033 -1.5153  0.15
C 2.0459 4.2048 1.5430  -0.35
H -3.9858 -0.6289 -3.1074  0.32
C -5.5780 -1.1881 0.6416  -0.67
H -3.4810 -5.8370 0.4586  0.36
H -4.4282 -2.1416 -2.0705  -0.16
H 1.9384 3.2412 2.0486  0.30
H 6.2971 0.9119 0.3458  0.25
C -4.7463 -1.0770 -2.3773  -0.52
H 0.0713 -3.0200 -2.2229  0.32
C 3.6334 0.9521 -0.0712  -0.70
H 3.4840 -0.7269 -1.3827  0.28
O 5.4402 -0.4621 -0.9498  -0.45
H -2.4005 -4.3987 0.8412  0.16
H 6.4921 -2.1102 0.8845  0.28
C 0.9709 -1.8260 1.5699  0.23
H 4.9114 5.5526 0.5757  0.34
O -1.3721 -2.2615 -0.9120  -0.20
H 1.2157 5.1559 -0.2228  0.33
H 4.1329 1.2548 0.8523  0.25
H -3.1279 -5.7548 -1.8240  0.34
H -1.4422 0.2096 1.4639  0.24
H -2.9514 -0.8102 1.3786  0.19
H 3.8650 1.7038 -0.8295  0.30
C 3.4696 6.8357 1.4920  -1.06
H -3.3011 -3.9468 -2.0123  -0.02
C 1.2255 4.1784 0.2661  -0.98
Si -5.0508 -0.0327 -0.8058  0.59
H 3.9124 -1.1743 0.2587  0.20
H 3.9071 7.7267 1.0354  0.39
O 0.2855 -1.1642 0.4895  -0.20
C 6.4182 -0.1278 0.0248  -0.25
H 2.3879 6.9838 1.5407  0.26
H 7.2832 -0.8542 1.8643  0.39
H -0.8952 -5.0792 -2.6101  0.32
H -4.2137 -4.1620 0.2872  0.09
H 0.1901 3.9034 0.4819  0.36
H -6.6543 -1.5215 0.4506  0.33
C -2.0621 -0.4504 0.7494  -0.52
H -1.7201 1.3684 -0.4802  0.10
H 3.8344 6.7476 2.5182  0.29
C -2.7625 -4.7464 -1.3948  -0.15
C -0.4612 -3.3343 -1.2487  -0.13
H -4.8628 -2.0749 0.6542  0.01
C -6.6153 1.0553 -1.1851  -0.99

Results
E_HOMO	-9.67	eV
SMILES	CCCCO[C@H](CCO[Si](C)(C)C)OC=O.CCOCC.CCOCC
total charge	0
total energy	-1491.17467	Ha

Result set for Kohn-Sham gap: 0.342 0.375 Ha, one per record in the order listed.